No. 1
122
Properties=species:S:1:pos:R:3:lowdin_charge:R:1 method="wB97M-V/def2-TZVPD" homo_ha=-0.2198 spin_multiplicity=1 de_lowest_kj_mol=0.0 orbital_gap_ev=5.3
O 1.9148 -5.6874 -0.7343 -0.0814
O 4.3324 0.9582 5.9636 0.0380
N -1.8538 0.2927 -3.1214 -0.0503
N -3.0167 0.6001 -2.5899 0.1572
N -2.7743 0.8150 -1.2975 -0.0294
C -1.1875 2.4513 -4.9376 -0.3738
C -1.3424 -0.5574 -7.2298 -0.0530
C 4.0492 0.6532 4.8097 -0.2879
C -3.2760 3.6207 -0.8408 -0.3734
C 3.2343 -2.2842 -0.7268 -0.0320
C 4.2071 3.1412 4.1515 -0.5267
C -5.8019 1.9378 1.4179 -0.0579
C 4.0226 4.0862 2.9444 -0.0654
C 3.5971 1.3218 2.5131 0.0357
C 0.6108 -0.0470 -2.4598 0.0155
C 3.6479 -3.2355 4.9035 -0.0601
C -3.2071 -1.7657 1.0856 -0.0513
C -2.2303 3.3745 -5.5663 -0.0572
C 0.2244 2.9735 -5.2053 -0.0539
C -0.7964 0.8183 0.2506 -0.0065
C 2.9770 -3.5785 -1.0754 -0.0047
C -1.6518 -1.5672 -6.3455 -0.0293
C -4.2419 -1.2526 0.0835 -0.3672
C -5.5320 0.6042 1.2048 -0.0305
C -1.1923 0.7310 -6.7664 -0.0297
C 2.9765 -1.5479 6.6314 -0.0417
C -5.0778 2.9016 0.7529 -0.0333
C 5.3957 -1.8427 6.0419 -0.0402
C 1.0658 -6.4485 0.0901 -0.0951
C -1.3493 1.0292 -5.4235 -0.1293
C -1.6642 0.0019 -4.5268 -0.0694
C 2.6626 -1.7156 0.4261 -0.2310
C -3.8003 1.1952 -0.3502 -0.0790
C 1.7555 -2.5088 1.1594 -0.0323
C 3.9364 1.6821 3.7731 -0.0719
C -4.0725 2.5509 -0.1289 -0.1310
C 3.9614 -1.8409 5.4907 -0.5253
C 5.6493 3.2687 4.6668 -0.0416
C 2.0975 -4.3805 -0.3254 -0.2379
C 3.2304 3.5578 5.2621 -0.0422
C -3.5119 -3.0497 -4.3828 -0.0574
C 3.0346 -0.3811 0.8457 0.0321
C -4.1706 4.4706 -1.7416 -0.0610
C -0.8025 0.2847 -2.1832 -0.1751
C -1.3936 0.6466 -0.9787 -0.2728
C 3.4757 -1.0343 3.1615 0.0293
C -1.8156 -1.3073 -4.9955 -0.1297
C -2.5168 4.4938 0.1580 -0.0572
C 1.4713 -3.7923 0.7884 -0.0141
C -5.5052 -2.1164 0.1193 -0.0743
C -4.5462 0.2123 0.3150 -0.1242
C -2.1604 -2.4254 -4.0392 -0.3745
C 3.8213 -0.7431 4.4347 -0.0685
C 3.3271 -0.0335 2.1530 -0.1902
C -1.0631 -3.4895 -4.0080 -0.0520
H 0.4217 2.9984 -6.2785 0.0772
H 1.9565 -1.5010 6.2538 0.0882
H -2.2686 -1.2134 1.0133 0.0522
H -6.2668 -1.7269 -0.5580 0.0856
H -1.9109 5.2462 -0.3507 0.0796
H 6.3606 2.9492 3.9074 0.0865
H 5.8800 4.3003 4.9287 0.0833
H 3.2070 -0.5886 7.0953 0.0758
H -5.3034 3.9407 0.9160 0.1107
H 1.2599 -2.0734 2.0103 0.1246
H -3.7802 -3.8367 -3.6739 0.0795
H 1.4733 -6.4981 1.1008 0.0966
H -6.1006 -0.1358 1.7398 0.1061
H 1.0089 -7.4573 -0.3206 0.0956
H 2.6384 -3.2725 4.4929 0.0801
H -3.2430 3.0231 -5.3617 0.0842
H 4.2056 5.1222 3.2262 0.0834
H -3.2162 5.0172 0.8120 0.0746
H -2.1015 3.4051 -6.6497 0.0751
H -1.2940 -4.2785 -3.2890 0.0810
H -5.2919 -3.1484 -0.1645 0.0767
H 3.5162 2.0620 1.7392 0.1047
H -3.8100 -1.3288 -0.9300 0.1210
H 3.4638 -4.0177 -1.9273 0.1161
H -0.9586 -3.9545 -4.9899 0.0775
H 1.0281 0.6239 -3.2113 0.0723
H 0.7017 -1.0653 -2.8387 0.0737
H -0.0975 -3.0581 -3.7407 0.0678
H 1.2249 0.0286 -1.5611 0.0635
H 3.3713 2.9403 6.1491 0.0751
H -4.3040 -2.2990 -4.3812 0.0852
H -1.3751 1.1228 1.0992 0.0296
H -3.4788 -3.4957 -5.3783 0.0752
H 0.0670 -6.0103 0.1037 0.0919
H 0.7642 -4.3612 1.3626 0.0992
H 3.3591 -2.0588 2.8635 0.0875
H -6.5859 2.2275 2.0968 0.1058
H -4.6951 3.8530 -2.4726 0.0814
H -0.9531 1.5145 -7.4641 0.1121
H 0.2527 0.6494 0.3918 0.0057
H 3.3743 4.6008 5.5402 0.0832
H -3.5917 5.2242 -2.2794 0.0764
H -4.9226 4.9917 -1.1470 0.0739
H 3.1722 0.3704 0.0821 0.1183
H 4.3527 -3.5001 4.1144 0.0859
H -5.9292 -2.1380 1.1244 0.0691
H 5.6285 -0.8845 6.5065 0.0771
H 0.9797 2.3352 -4.7448 0.0676
H -1.2182 -0.7740 -8.2793 0.1086
H 4.7176 3.8388 2.1415 0.0821
H 6.1175 -2.0157 5.2451 0.0869
H -2.9917 -2.8249 0.9303 0.0760
H 5.7993 2.6471 5.5493 0.0763
H -2.2368 -1.9798 -3.0323 0.1224
H -2.5372 3.1071 -1.4805 0.1219
H 3.7135 -4.0065 5.6690 0.0836
H 3.0066 4.0294 2.5530 0.0838
H 0.3532 3.9877 -4.8205 0.0834
H -1.8601 3.8929 0.7896 0.0758
H -3.5823 -1.6529 2.1037 0.0847
H 2.2004 3.4378 4.9323 0.0882
H -2.1365 4.3967 -5.1914 0.0795
H 5.5225 -2.6283 6.7863 0.0833
H -1.7709 -2.5702 -6.7162 0.1122
H 3.9226 -1.6912 -1.3034 0.1172
H 3.0190 -2.3231 7.3952 0.0834
H -1.3524 2.4432 -3.8464 0.1234

No. 2
131
Properties=species:S:1:pos:R:3:lowdin_charge:R:1 method="wB97M-V/def2-TZVPD" homo_ha="-0.0014 / -0.0019" spin_multiplicity=1 orbital_gap_ev="4.1 / 4.1" charge=-2
Pt -0.3437 0.3204 -0.2527 0.6559
Ge -3.2619 0.9271 -2.2335 0.8552
S -0.5118 1.8078 -3.0399 0.8045
N -0.9966 -1.9223 0.5836 0.0497
N 0.9440 -0.3789 1.7984 0.0610
N 1.2589 -1.7084 1.8656 0.0386
N -1.2047 2.9963 -5.4406 -0.0048
N 2.3506 -1.8140 -0.4645 0.0390
N -0.0960 -2.8044 0.0722 0.0442
N 2.0662 -0.5101 -0.7789 0.0865
N -0.7769 4.4898 -3.6784 -0.0156
C 2.4862 2.4883 -1.1800 -0.0945
C 2.4675 -4.3576 3.4573 -0.0755
C -3.0926 -0.9207 2.3033 -0.0687
C -2.9631 3.3312 -3.7324 -0.3197
C -5.2201 -1.1866 -2.9072 -0.1156
C -3.4241 -1.8230 1.1111 -0.3539
C 5.0393 -3.3601 0.8449 -0.0554
C 0.4466 1.4769 3.4236 -0.3638
C -2.0921 -3.7415 -0.0810 -0.0020
C -4.4310 -2.8923 1.5335 -0.0813
C 0.7769 0.0536 3.0376 -0.2788
C -2.1956 -2.4802 0.5387 -0.2717
C -3.8309 2.2042 0.3802 -0.1159
C -4.4198 3.8408 -5.7095 -0.1974
C -4.3053 1.5677 -4.9258 -0.1986
C 4.5096 -3.3215 -0.5921 -0.3584
C -5.6167 -2.4627 -3.2911 -0.1091
C -3.6055 1.9621 -3.8001 -0.3084
C -3.6977 4.2934 -4.6486 -0.1108
C -5.7747 1.9311 -0.9921 -0.1080
C -1.4308 3.2715 -4.0612 -0.5949
C -4.6040 2.8346 1.3538 -0.1095
C 1.1924 -2.1293 3.1518 -0.2155
C -4.6712 2.4572 -5.9508 -0.2025
C 0.5757 -6.0878 -0.2215 -0.0679
C -4.6780 -3.4866 -3.3902 -0.1161
C 3.1489 0.0076 -1.3452 -0.2609
C -0.1667 -5.0780 -1.1072 -0.3424
C 0.6591 -4.5596 -2.2932 -0.0471
C -0.0319 -4.3149 3.1408 -0.0433
C 0.1816 2.9944 -5.8745 -0.2395
C 3.9356 -4.6696 -1.0124 -0.0668
C 3.3897 1.4311 -1.8104 -0.3617
C -5.9704 2.9968 1.1621 -0.1287
C -0.0065 2.3561 2.2543 -0.0926
C -2.9552 -1.9487 -2.7021 -0.0999
C -3.3455 -3.2258 -3.0967 -0.1062
C 3.3574 1.4951 -3.3454 -0.0750
C 0.6316 4.6040 -4.0455 -0.2402
C -4.4038 1.7222 -0.8016 -0.2450
C 1.6466 2.0967 4.1529 -0.0860
C 0.7824 4.3549 -5.5396 -0.1832
C -6.5552 2.5479 -0.0189 -0.1149
C 1.1890 -3.5475 3.6676 -0.3472
C -1.4078 1.1570 -1.6966 -0.8348
C 0.9349 -1.0219 3.9351 0.0089
C 3.6433 -2.1018 -0.8231 -0.2160
C -0.7537 -3.9279 -0.3367 -0.2451
C -3.8852 -0.9087 -2.6006 -0.2496
C 4.1550 -0.9751 -1.4127 -0.0057
B 1.3929 -2.5520 0.5413 -0.4718
H 5.5423 -2.4205 1.0881 0.0822
H -5.2551 2.1293 -6.8032 0.0405
H -2.8862 -4.4401 -0.3016 0.1060
H -2.9858 3.7047 -2.6919 0.1128
H -3.9798 -3.5724 2.2641 0.0771
H 1.3570 -5.6109 0.3686 0.0356
H -0.2776 1.7250 1.3902 -0.0376
H 4.6945 -5.4503 -0.8888 0.0754
H 5.1543 -0.8638 -1.8155 0.1063
H -1.7253 2.1677 -5.7058 0.1160
H 1.1542 -5.3810 -2.8213 0.0739
H -0.1227 -6.5548 0.4779 0.0772
H -5.9636 -0.3971 -2.8544 0.0871
H 5.3710 -3.1429 -1.2364 0.1200
H -3.9924 -0.4095 2.6518 0.0713
H 0.2051 2.8178 -6.9508 0.1081
H 1.9003 -3.6119 0.7996 0.0911
H -4.8519 4.5716 -6.3903 0.0718
H -3.8918 -1.2209 0.3266 0.1224
H -2.6094 -4.0215 -3.1675 0.0876
H 1.4389 2.2134 -1.2723 -0.0088
H -4.1382 3.2008 2.2649 0.0891
H -7.6171 2.6968 -0.1874 0.0861
H 5.7514 -4.1836 0.9765 0.0736
H -0.0888 -5.3100 3.5955 0.0767
H 0.2321 5.1231 -6.0898 0.1082
H -6.2329 1.6338 -1.9324 0.0881
H 3.6290 -4.6529 -2.0600 0.0767
H 2.6285 3.4570 -1.6726 0.0648
H 0.8242 -1.0093 5.0110 0.1009
H 1.0336 -6.8743 -0.8312 0.0741
H -4.7748 -3.4847 0.6794 0.0690
H -3.5332 5.3577 -4.5039 0.0669
H 2.4457 -5.2592 4.0784 0.0724
H -4.6502 0.5356 -4.9900 0.0760
H -2.7597 2.0830 0.5203 0.0537
H 1.9366 1.5038 5.0263 0.0634
H -2.3496 -0.1749 2.0233 0.0461
H 3.6921 2.4770 -3.6984 0.0704
H 3.0719 -4.9371 -0.4107 0.0380
H -4.9847 -4.4795 -3.6979 0.0850
H 4.2217 -3.4909 1.5493 0.0458
H 1.0632 -3.4293 4.7443 0.1220
H 3.3537 -3.7756 3.7229 0.0779
H 4.0120 0.7321 -3.7781 0.0673
H 0.7920 3.0282 1.9228 0.0688
H -6.5764 3.4788 1.9232 0.0832
H -5.3047 -2.4214 1.9906 0.0718
H 2.3382 1.3241 -3.7016 0.0471
H -1.0278 -5.6082 -1.5168 0.1229
H 2.7075 2.5964 -0.1134 0.0708
H -0.3711 1.4070 4.1456 0.1265
H 1.4139 -3.8451 -1.9658 0.0570
H -0.9536 -3.7725 3.3676 0.0812
H 0.0079 -4.0353 -2.9976 0.0775
H 2.5565 -4.6731 2.4183 0.0455
H 2.5038 2.1425 3.4738 0.0803
H 0.9726 5.6091 -3.7865 0.1069
H 0.0193 -4.4307 2.0550 0.0523
H -2.6738 -1.5184 3.1236 0.0744
H -0.9051 4.6258 -2.6851 0.1125
H 0.7818 2.2058 -5.3902 0.0775
H -6.6566 -2.6573 -3.5279 0.0877
H 1.8384 4.3929 -5.8246 0.1010
H -1.9104 -1.7477 -2.4696 0.0941
H 4.4173 1.6430 -1.5016 0.1216
H 1.4143 3.1141 4.4853 0.0695
H -0.8751 2.9638 2.5229 0.0687
H 1.2547 3.8813 -3.5005 0.0676

No. 3
139
Properties=species:S:1:pos:R:3:lowdin_charge:R:1 method="wB97M-V/def2-TZVPD" homo_ha=-0.2132 spin_multiplicity=1 orbital_gap_ev=7.1 charge=-1
S 2.0792 3.4371 -6.2777 0.5359
S 4.7620 2.9805 -6.2572 0.4898
O 2.2022 4.8372 -5.8772 -0.3765
O 1.6808 3.2356 -7.6508 -0.3258
O 4.8297 3.5277 -7.5862 -0.3259
O 5.6949 1.9179 -5.9549 -0.3576
N -1.9897 -5.1642 -0.0811 0.0200
N 2.4860 8.5306 -4.6535 0.0191
N -2.4273 -2.0082 2.8402 0.0263
N 3.3047 2.5519 -5.7646 -0.3421
N -2.5374 -5.0230 6.5971 0.0094
N 6.3461 5.0547 -5.6442 -0.1392
N -5.8875 -3.4067 6.6395 0.0182
N -3.9616 -1.9353 -0.3041 -0.0041
N 1.6814 0.3106 0.4886 0.0156
N 2.6205 -6.0881 1.1968 0.0074
N 6.8466 6.9374 -2.2430 0.0151
N -4.8997 -8.7242 1.6896 0.0040
N 2.1358 7.4484 -0.9781 0.0083
C 1.8917 -1.8880 0.3827 -0.1130
C -6.1815 -2.0931 6.3987 -0.1368
C 1.4807 6.4751 -0.2765 -0.1417
C -2.7475 -6.0792 0.5966 -0.1492
C -4.5123 -0.6890 -0.4417 -0.1397
C -2.6391 -5.3148 8.7891 -0.1052
C 0.7105 -1.5717 1.1110 -0.1273
C -2.0900 -6.3980 1.7548 -0.0970
C 3.1279 9.7282 -4.5074 -0.1721
C -2.4182 -6.5743 8.1701 -0.1084
C 0.6120 -0.2073 1.1619 -0.1335
C 0.3254 8.3999 -0.1319 -0.1130
C 2.5718 -7.4379 0.9842 -0.1434
C -0.4156 3.7138 -5.2800 -0.0835
C -5.8454 -10.6054 2.3625 -0.1135
C 3.8446 -7.9262 1.1096 -0.1142
C -2.7061 -4.3772 7.7927 -0.1691
C -3.1874 -1.0063 3.3775 -0.1182
C 2.4659 -0.7020 0.0120 -0.1297
C 0.1265 1.3443 -3.2706 -0.1051
C 4.6932 -6.8256 1.4118 -0.1132
C 2.8960 9.2697 -6.6939 -0.1082
C -4.1031 -9.7394 1.2345 -0.1449
C -4.9547 -2.8671 -0.1515 -0.1441
C 3.3977 10.2184 -5.7573 -0.1193
C -0.8565 -4.8867 0.6343 -0.1430
C 5.1788 4.3435 -5.1446 -0.2965
C 1.1717 2.2832 -3.9095 -0.2511
C 2.3440 8.2394 -5.9785 -0.1273
C -8.0939 -3.2550 6.6168 -0.1188
C -2.3617 -6.3601 6.8184 -0.1362
C 7.2087 7.9946 -0.3346 -0.1179
C 1.4377 8.6232 -0.8973 -0.1466
C -1.7351 -2.6457 3.8283 -0.1479
C -4.6648 -10.9214 1.6352 -0.1123
C 0.3520 7.0335 0.2615 -0.1156
C -6.1527 -2.2086 -0.1919 -0.1028
C 6.5418 8.8786 -1.2277 -0.1157
C -0.8873 -5.6416 1.7791 -0.1203
C 6.0394 6.4136 -6.0569 -0.1152
C -7.5449 -1.9646 6.3812 -0.1139
C 6.3345 8.1950 -2.3966 -0.1476
C -2.0451 -2.0362 5.0154 -0.1174
C -5.8718 -0.8266 -0.3764 -0.1043
C 3.9075 -5.7058 1.4598 -0.1409
C 7.3815 6.8052 -0.9917 -0.1431
C -7.0447 -4.1217 6.7724 -0.1427
C -5.9620 -9.2419 2.3794 -0.1386
C 0.7401 2.7163 -5.3136 -0.4314
C -2.9689 -0.9952 4.7290 -0.1115
H -4.9621 -3.7908 6.7131 0.1058
H 4.1517 -4.6761 1.6572 0.1043
H -0.9723 3.6586 -6.2138 0.0804
H -4.2733 -11.9037 1.4316 0.0886
H 2.9512 9.3263 -7.7677 0.0881
H 1.8287 -5.4741 1.1634 0.1011
H -6.5877 -0.0260 -0.4518 0.0920
H -0.1297 -4.1820 0.2636 0.0959
H -0.1335 -5.6532 2.5502 0.0961
H -0.1250 0.4321 1.6172 0.1075
H 3.0032 7.3216 -1.4691 0.1369
H -1.6577 -2.3082 5.9841 0.0830
H 3.9104 11.1402 -5.9762 0.0830
H -2.3136 -7.5272 8.6607 0.0892
H -6.5287 -11.3000 2.8209 0.0882
H -3.8208 -0.3973 2.7548 0.1085
H 0.5907 0.5907 -2.6375 0.0519
H -2.2136 -7.0431 5.9997 0.1042
H -2.7352 -5.1192 9.8437 0.0908
H -0.5906 1.9127 -2.6798 0.0585
H 4.3100 4.9988 -5.1702 0.0628
H -5.3990 -1.3692 6.2616 0.0847
H 6.0019 7.0708 -5.1766 0.0509
H 6.8312 6.2217 -2.9474 0.1244
H -7.0227 -5.1802 6.9660 0.1044
H 2.1766 7.9473 -3.8979 0.1271
H -9.1378 -3.5156 6.6674 0.0853
H 5.3472 3.9346 -4.1508 0.0962
H 0.4624 1.8201 -5.8673 0.1184
H -2.9778 -2.1325 -0.3170 0.1247
H -4.7312 -7.7477 1.5421 0.1075
H -2.2246 -4.7643 -0.9718 0.1470
H 1.8725 5.4745 -0.2202 0.1022
H 5.7573 -6.8540 1.5746 0.0883
H -2.4296 -7.0972 2.5014 0.0902
H -2.3930 -2.2453 1.8671 0.1082
H -3.2102 -9.5332 0.6696 0.1042
H -0.4480 0.8350 -4.0457 0.0702
H 2.2762 -2.8686 0.1513 0.0791
H 0.0141 -2.2637 1.5527 0.0468
H -0.3737 6.5212 0.8704 0.0858
H 6.2488 9.8968 -1.0339 0.0861
H -2.5389 -4.5735 5.6959 0.1137
H 1.7942 9.5130 -1.3874 0.0990
H 3.3469 10.1197 -3.5278 0.0919
H 2.1477 1.8142 -3.9378 0.0835
H -8.0884 -1.0495 6.2165 0.0864
H 4.1362 -8.9568 0.9974 0.0873
H 1.8602 1.2890 0.3575 0.1470
H -4.7234 -3.9106 -0.0238 0.0865
H -2.8579 -3.3115 7.8332 0.1024
H -3.6840 -6.4257 0.1931 0.1003
H -6.7039 -8.5993 2.8208 0.1056
H 1.2240 3.1794 -3.2868 0.1078
H -3.8921 0.1807 -0.5744 0.1100
H 6.7864 6.8215 -6.7380 0.0755
H -1.1008 3.4816 -4.4661 0.0694
H 7.5235 8.2076 0.6731 0.0855
H -7.1237 -2.6643 -0.0977 0.0914
H -1.0845 -3.4726 3.6004 0.0931
H 1.6403 -7.9304 0.7636 0.1035
H 5.8644 8.4875 -3.3214 0.0898
H 7.8350 5.8814 -0.6769 0.1040
H -0.4234 9.1322 0.1181 0.0874
H 5.0910 6.4469 -6.5829 0.0814
H 1.8794 7.3193 -6.2951 0.1006
H 3.3594 -0.4934 -0.5504 0.1143
H -0.0433 4.7261 -5.1552 0.0660
H -3.4251 -0.3218 5.4346 0.0869
H 7.1000 4.9970 -4.9815 0.0848